No. 1
107
Properties=species:S:1:pos:R:3:lowdin_charge:R:1 method="wB97M-V/def2-TZVPD" total_charge=+1 total_energy_ev=-121518.73861 orbital_gap_ev=5.572
Sc 0.7499 0.4637 -0.3065 -0.07
C -0.0708 -0.2817 4.3013 -0.30
Sb 0.8663 0.1336 2.4417 1.02
C 0.7243 2.2175 2.9570 -0.30
C 3.0262 0.3415 3.5116 -0.21
C 3.5290 1.6761 3.6104 -0.32
C 3.0658 2.5450 4.6281 -0.09
C 3.5059 3.8457 4.7308 -0.08
C 4.4219 4.3499 3.8058 -0.08
C 4.8853 3.5281 2.7936 -0.06
C 4.4737 2.2042 2.6847 -0.32
C 4.8932 1.3582 1.5600 -0.27
Sb 3.2138 1.3195 0.1953 1.35
C 3.3593 -0.8690 0.0493 -0.33
C 4.5410 1.8636 -1.3949 -0.31
H 0.3064 0.3906 5.0652 0.02
H 0.1221 -1.3037 4.6124 0.01
H -1.1426 -0.1233 4.2118 0.00
H 0.9816 2.2682 4.0131 0.00
H -0.3116 2.5486 2.8583 0.02
H 1.4081 2.8471 2.3969 0.00
H 3.5703 -0.4115 2.9574 0.04
H 2.3596 -0.0164 4.2863 0.01
H 2.3619 2.1480 5.3508 0.11
H 3.1400 4.4873 5.5218 0.11
H 4.7616 5.3742 3.8787 0.10
H 5.6005 3.9094 2.0720 0.11
H 5.0779 0.3202 1.8250 0.06
H 5.7535 1.7445 1.0190 0.07
H 4.3138 -1.1965 0.4611 0.04
H 3.3675 -1.1132 -1.0106 0.00
H 2.5595 -1.3916 0.5754 -0.05
H 5.3798 1.1700 -1.4207 0.03
H 4.8972 2.8661 -1.1549 0.01
H 4.0493 1.8734 -2.3576 -0.05
C 1.7275 -0.4925 -7.3417 -0.02
C 0.9715 0.0986 -6.1952 -0.31
C -0.3250 0.5948 -6.3445 0.00
C -0.9268 1.1173 -5.2197 -0.12
N -0.3205 1.1719 -4.0330 0.04
C 0.9165 0.6840 -3.9972 -0.74
S 1.7802 0.7847 -2.4796 0.67
N 1.5800 0.1447 -5.0117 0.11
H 1.8062 0.2323 -8.1525 0.09
H 1.2035 -1.3672 -7.7286 0.09
H 2.7224 -0.7841 -7.0184 0.08
H -0.8281 0.5792 -7.3001 0.12
H -1.9325 1.5251 -5.2550 0.12
C 1.1080 -2.6675 -1.0242 -0.21
Si 0.0170 -3.5852 0.2649 0.39
C 1.1442 -3.8593 1.7759 -0.20
C -0.3004 -5.2534 -0.5662 -0.21
Si -2.0405 -2.4235 0.6264 0.24
Te -1.5219 0.1263 1.0198 0.64
Si -3.1810 -2.1247 -1.4413 0.36
C -4.4310 -0.7109 -1.2741 -0.22
C -1.8995 -1.6768 -2.7661 -0.21
C -4.1039 -3.7136 -1.8831 -0.21
Si -3.3635 -3.1017 2.4529 0.35
C -4.1075 -4.7897 2.0504 -0.21
C -2.3170 -3.2303 4.0117 -0.20
C -4.6930 -1.7675 2.6108 -0.21
H 2.1479 -2.9674 -0.9221 0.04
H 1.0265 -1.5637 -0.9915 -0.07
H 0.7927 -2.9556 -2.0287 0.04
H 2.1348 -4.2042 1.4757 0.04
H 0.7154 -4.6305 2.4195 0.03
H 1.2652 -2.9720 2.4022 -0.01
H 0.6307 -5.7948 -0.7403 0.04
H -0.7833 -5.1106 -1.5348 0.02
H -0.9490 -5.8988 0.0275 0.03
H -4.0256 0.0987 -0.6655 -0.03
H -5.3451 -1.0546 -0.7878 0.03
H -4.7090 -0.2930 -2.2426 0.03
H -1.1792 -0.9347 -2.4086 -0.01
H -2.3762 -1.2520 -3.6511 0.03
H -1.3433 -2.5563 -3.0944 0.03
H -4.9274 -3.8730 -1.1854 0.02
H -3.4480 -4.5837 -1.8279 0.02
H -4.5244 -3.6719 -2.8887 0.04
H -3.3193 -5.5270 1.8887 0.03
H -4.7219 -4.7576 1.1501 0.02
H -4.7358 -5.1550 2.8639 0.04
H -1.6613 -4.1014 3.9769 0.03
H -2.9327 -3.3075 4.9087 0.04
H -1.6954 -2.3471 4.1200 -0.02
H -5.3261 -1.7420 1.7224 0.02
H -4.2327 -0.7831 2.7166 0.01
H -5.3395 -1.9252 3.4751 0.04
C -2.4087 3.9695 0.0892 -0.03
C -1.5419 3.6381 -1.1226 -0.61
C -2.3221 2.8296 -2.1536 -0.04
C -0.9468 4.8986 -1.7547 -0.03
N -0.4403 2.7248 -0.6743 -0.18
N 0.6375 3.3500 0.0298 -0.01
H -3.1372 4.7380 -0.1679 0.09
H -1.8120 4.3493 0.9217 0.08
H -2.9478 3.0826 0.4247 0.06
H -3.2837 3.2897 -2.3778 0.10
H -2.4872 1.8191 -1.7704 0.06
H -1.7494 2.7409 -3.0732 0.05
H -1.7160 5.4344 -2.3085 0.10
H -0.1548 4.6236 -2.4561 0.09
H -0.5496 5.5761 -0.9986 0.08
H -0.0429 2.3174 -1.5388 0.02
H 0.2298 3.8536 0.8082 0.07
H 1.1093 4.0296 -0.5654 0.09

=====

No. 2
22
Properties=species:S:1:pos:R:3:lowdin_charge:R:1 method="wB97M-V/def2-TZVPD" total_charge=+1 total_energy_ev=-9873.73535 orbital_gap_ev=9.138
C 1.8979 0.7636 -1.4232 -0.31
C 3.2591 0.9928 -1.0140 0.04
C -2.7103 -2.1679 1.1092 -0.02
C -2.4131 0.1348 2.2409 -0.10
C -2.4832 -0.8750 1.0535 -0.27
N 0.8903 0.1690 -0.7903 0.04
N 1.5296 1.4455 -2.5136 0.19
N 0.9351 -0.7794 0.2115 0.09
H 3.8893 0.7697 -1.9055 0.14
H 3.5687 0.4273 -0.1204 0.12
H 3.3905 2.0102 -0.9621 0.08
H 0.2985 -1.5544 0.1204 0.10
H -3.1854 -2.6610 0.2767 0.06
H -2.8063 -2.7092 1.9693 0.03
H -3.4378 0.5498 2.3704 0.08
H -1.5495 0.8609 2.1098 0.07
H -2.2882 -0.4877 3.1548 0.07
H -2.4999 -0.4018 0.0140 0.10
H 0.0650 0.2370 -1.2907 0.13
H 2.2056 2.1104 -2.7950 0.11
H 0.6199 1.6371 -2.9732 0.17
H 0.8243 -0.4718 1.1575 0.10

=====

No. 3
113
Properties=species:S:1:pos:R:3:lowdin_charge:R:1 method="wB97M-V/def2-TZVPD" total_charge=0 total_energy_ev=-143656.20561 orbital_gap_ev=9.247 smiles="COCCCCC[C@@](N)(CCC(F)(F)C(F)(F)C(F)(F)C(F)(F)S(F)(F)(F)(F)F)CO[C@@H](CCCCS(=O)(=O)Cl)CCC(F)(F)C(F)(F)C(F)(F)C(F)(F)F.CN(C)C=O.CN(C)C=O"
C -4.2828 -2.3893 -3.5634 -0.10
O -3.0303 -3.0304 -3.4677 -0.18
C -2.9611 -3.9412 -2.4010 -0.24
C -1.5204 -4.3020 -2.0412 -0.15
C -0.5321 -3.1830 -2.3575 -0.20
C 0.8752 -3.5686 -1.9273 -0.19
C 1.9414 -2.4944 -2.1636 -0.13
C 2.3459 -1.6500 -0.9274 -0.47
N 3.1226 -2.5657 -0.0767 0.10
C 3.1958 -0.4668 -1.4507 -0.11
C 3.7416 0.3932 -0.3228 -0.07
C 4.6606 1.5488 -0.6217 -0.42
F 5.8846 1.0657 -0.9857 0.12
F 4.8399 2.2340 0.5453 0.12
C 4.3466 2.6234 -1.6896 -0.34
F 5.4575 3.4034 -1.7254 0.14
F 4.2087 2.1160 -2.9297 0.15
C 3.1676 3.5942 -1.3418 -0.35
F 2.1874 2.9868 -0.6521 0.15
F 3.6802 4.5353 -0.5160 0.15
C 2.6554 4.4201 -2.5731 -0.40
F 2.1874 5.5850 -2.0704 0.12
F 3.6880 4.7261 -3.3781 0.14
S 1.2369 3.7322 -3.6373 0.77
F 2.2166 3.5546 -4.8830 -0.14
F 1.5483 2.2403 -3.2203 -0.13
F 0.2343 3.9010 -2.4465 -0.10
F 0.9352 5.2110 -4.1286 -0.12
F 0.0549 3.2308 -4.5542 -0.12
C 1.1531 -1.1266 -0.1201 -0.16
O 0.5937 -2.0624 0.7597 -0.10
C -0.7130 -1.6692 1.1917 -0.31
C -1.3284 -2.8971 1.8228 -0.11
C -2.8769 -2.9231 1.8402 -0.16
C -3.5702 -1.6371 1.3916 -0.29
C -5.0591 -1.6726 1.7174 -0.24
S -5.8652 -0.1057 1.3622 0.35
O -7.1558 -0.3637 0.8045 -0.34
O -5.7887 0.7162 2.5284 -0.33
Cl -4.7363 0.7836 -0.0929 0.42
C -0.5449 -0.4394 2.1249 -0.09
C -1.1672 -0.5501 3.5097 -0.06
C -1.2283 0.7435 4.2844 -0.41
F -1.5255 0.3915 5.5815 0.07
F -2.2484 1.5397 3.8816 0.13
C 0.0966 1.5497 4.3989 -0.32
F 0.0325 2.3357 5.4943 0.15
F 1.0812 0.6441 4.6268 0.15
C 0.5325 2.4052 3.1690 -0.34
F -0.4681 2.6034 2.2952 0.16
F 1.5507 1.8113 2.5140 0.15
C 1.0546 3.8159 3.5804 -0.53
F 0.0770 4.5803 4.0623 0.19
F 1.5168 4.4013 2.4546 0.16
F 2.0728 3.7226 4.4371 0.19
H -4.9143 -2.8948 -4.2908 0.09
H -4.1268 -1.3789 -3.9252 0.09
H -4.7918 -2.3241 -2.6040 0.08
H -3.4897 -3.5434 -1.5341 0.10
H -3.4927 -4.8596 -2.6766 0.12
H -1.5235 -4.3945 -0.9593 0.10
H -1.2226 -5.2283 -2.5159 0.12
H -0.8910 -2.2606 -1.9059 0.10
H -0.5116 -2.9953 -3.4265 0.12
H 0.9041 -3.9543 -0.9164 0.11
H 1.1417 -4.4008 -2.5797 0.11
H 1.5665 -1.7816 -2.8971 0.12
H 2.8621 -2.9190 -2.5542 0.11
H 3.7451 -3.1042 -0.6605 0.08
H 3.6710 -2.0728 0.6128 0.07
H 2.6285 0.0803 -2.2011 0.11
H 4.0387 -0.9079 -1.9784 0.13
H 4.3555 -0.2517 0.2986 0.13
H 2.9676 0.7712 0.3324 0.10
H 1.5119 -0.2891 0.4806 0.10
H 0.4227 -0.6971 -0.8125 0.14
H -1.2498 -1.3944 0.2858 0.13
H -1.0004 -3.7363 1.2196 0.11
H -0.9246 -3.0951 2.8083 0.12
H -3.2337 -3.2402 2.8167 0.11
H -3.2071 -3.7004 1.1553 0.11
H -3.5063 -1.5989 0.3099 0.08
H -3.1087 -0.7242 1.7473 0.08
H -5.2238 -1.8517 2.7726 0.11
H -5.5587 -2.4103 1.1027 0.11
H -0.9153 0.4232 1.5818 0.12
H 0.5221 -0.3497 2.2769 0.11
H -0.5479 -1.2162 4.1034 0.14
H -2.1666 -0.9667 3.5332 0.12
C 0.0106 -1.3866 7.4696 -0.35
O 0.6466 -2.2238 6.8523 0.01
N 0.1811 -1.1085 8.7746 -0.19
C -0.6049 -0.0966 9.4513 -0.05
C 1.1857 -1.8476 9.5208 -0.04
H -0.7685 -0.7843 6.9937 0.11
H 0.0469 0.6819 9.8529 0.09
H -1.1681 -0.5429 10.2736 0.09
H -1.3041 0.3579 8.7528 0.08
H 2.1694 -1.6967 9.0760 0.09
H 0.9629 -2.9145 9.4938 0.09
H 1.1976 -1.5054 10.5522 0.08
C -1.0408 2.5518 -9.5470 -0.36
O -2.0094 1.9463 -9.1380 0.02
N -0.0183 2.9729 -8.7808 -0.20
C 1.1056 3.6992 -9.3366 -0.06
C -0.0344 2.6970 -7.3492 -0.04
H -0.9194 2.8182 -10.6115 0.13
H 2.0338 3.1516 -9.1602 0.09
H 1.1852 4.6844 -8.8726 0.09
H 0.9724 3.8264 -10.4085 0.08
H -0.0678 1.6210 -7.1732 0.10
H -0.9203 3.1451 -6.9017 0.09
H 0.8560 3.1132 -6.8964 0.06

=====

Number 1: LUMO -0.1207 Ha. Number 2: LUMO -0.1304 Ha. Number 3: LUMO -0.0023 Ha.